A molecular structure, C28H30BF4N10O8Rb in a non-equilibrium geometry. Source: the OMol25 dataset; level of theory: ωB97M-V with the def2-TZVPD basis set.

- charge = -2
- molecular weight (g mol⁻¹) = 806.88
- HOMO energy (Ha) = -0.0833

Each line ends with the Mulliken charge.
Geometry (Å):
Rb (-0.0046, 0.2454, 0.7816)  1.116
O (-0.9157, 2.1027, -2.1199)  -0.450
C (-0.9889, 3.2085, -2.7387)  0.338
C (-1.3323, 3.2541, -4.1337)  -0.740
C (-1.5292, 4.4294, -4.8153)  -0.309
C (-1.3943, 5.6678, -4.1760)  -0.755
C (-1.0363, 5.6598, -2.8395)  -0.467
C (-0.7834, 4.4903, -2.1181)  0.775
C (-0.4021, 4.7003, -0.7010)  -0.707
N (0.4091, 4.1128, 0.0787)  -0.556
C (1.2052, 2.9992, -0.3945)  0.336
C (2.2938, 2.6165, 0.5983)  -0.447
N (1.7304, 2.3175, 1.9137)  -0.319
C (2.3494, 1.6253, 2.7754)  -0.533
C (3.6371, 0.8877, 2.7098)  1.092
C (4.4719, 0.9911, 3.8200)  -0.413
C (5.6920, 0.3358, 3.9123)  -0.741
C (6.0728, -0.4688, 2.8362)  -0.495
C (5.2561, -0.6333, 1.7400)  -0.501
C (3.9631, -0.0141, 1.6298)  -0.218
O (3.1622, -0.3077, 0.6923)  -0.416
H (-1.4526, 2.2949, -4.6266)  0.346
H (-1.8039, 4.3884, -5.8662)  0.346
H (-1.5663, 6.5966, -4.7058)  0.341
H (-0.9337, 6.6045, -2.3099)  0.311
H (-0.8928, 5.5812, -0.2686)  0.321
H (1.6782, 3.2361, -1.3575)  0.507
H (0.5727, 2.1460, -0.6344)  -0.833
H (2.9714, 3.4664, 0.7392)  0.374
H (2.8682, 1.7793, 0.1928)  0.035
H (1.8537, 1.5797, 3.7536)  0.371
H (4.1383, 1.6228, 4.6400)  0.392
H (6.3196, 0.4496, 4.7866)  0.356
H (7.0246, -0.9923, 2.8659)  0.335
H (5.5494, -1.2804, 0.9204)  0.339
O (-1.3727, -3.7663, 0.9263)  -0.416
C (-1.0795, -2.7977, 0.0986)  -0.073
O (-1.6519, -1.7356, 0.0227)  -0.457
C (0.1138, -3.0776, -0.7918)  0.615
C (0.5637, -4.3744, -0.9983)  -0.706
C (1.6621, -4.5411, -1.8225)  -0.840
C (2.2629, -3.4201, -2.3799)  -0.666
C (1.7362, -2.1626, -2.0955)  0.760
N (0.6827, -1.9982, -1.3095)  0.282
C (2.3253, -0.8702, -2.6346)  0.299
O (3.1140, -1.0144, -3.7412)  -0.523
O (2.1325, 0.1966, -2.1562)  -0.255
H (-2.0250, -3.4276, 1.6138)  0.479
H (0.0787, -5.1964, -0.4928)  0.491
H (2.0693, -5.5265, -2.0104)  0.372
H (3.1562, -3.5332, -2.9816)  0.333
H (3.0332, -1.9125, -4.0789)  0.318
N (-2.6652, -0.0657, -2.2631)  -0.909
N (-3.7321, 0.6809, -1.7372)  -0.099
C (-3.6775, 1.3525, -0.5667)  0.434
N (-4.7137, 2.1697, -0.3087)  -0.359
N (-2.6347, 1.0784, 0.2065)  -0.148
N (-2.5919, 1.7053, 1.4242)  1.180
O (-1.7729, 1.2291, 2.1937)  -0.744
O (-3.2730, 2.6918, 1.7122)  -0.815
H (-1.8643, 0.5796, -2.3272)  0.442
H (-2.4495, -0.7885, -1.5858)  0.443
H (-4.3965, 1.0023, -2.4181)  0.214
H (-5.5084, 2.1484, -0.9180)  0.124
H (-4.7025, 2.7114, 0.5369)  0.226
C (3.3410, -3.5921, 1.3128)  -0.713
C (2.4372, -3.2898, 2.4562)  0.649
N (1.3124, -3.9107, 2.7315)  -0.593
C (0.7856, -3.2533, 3.8221)  -0.621
C (1.6145, -2.2414, 4.2077)  -0.362
N (2.6757, -2.2873, 3.3348)  0.023
H (3.4825, -2.6957, 0.7029)  -0.167
H (2.8833, -4.3804, 0.7200)  0.280
H (4.3212, -3.9343, 1.6547)  0.425
H (-0.1718, -3.5193, 4.2400)  0.443
H (1.5429, -1.5008, 4.9849)  0.471
H (3.4176, -1.6065, 3.2519)  0.134
F (-4.6273, -2.9049, 4.1610)  -0.366
B (-4.1882, -2.7616, 2.8436)  0.400
F (-2.7304, -2.6970, 2.8617)  -0.351
F (-4.5376, -3.8860, 2.0773)  -0.421
F (-4.6821, -1.5962, 2.2688)  -0.360

***

A molecular structure, C28H30BN7O3Ta in a non-equilibrium geometry. Source: the OMol25 dataset; level of theory: ωB97M-V with the def2-TZVPD basis set.

- charge = +3
- molecular weight (g mol⁻¹) = 704.35
- HOMO energy (Ha) = -0.5809

Each line ends with the Mulliken charge.
Geometry (Å):
Ta (1.0666, 1.0623, 0.8372)  1.006
C (-0.0904, -2.7184, -4.1288)  -0.654
O (-1.3937, -3.2154, -4.1827)  -0.487
C (-2.4246, -2.9906, -3.2805)  0.315
C (-3.5416, -3.7484, -3.5285)  -0.518
C (-4.6485, -3.7017, -2.6902)  -0.572
C (-4.6457, -2.8535, -1.5999)  -1.030
C (-3.5831, -2.0805, -1.3628)  -0.036
C (-2.4336, -2.1249, -2.2122)  0.207
N (-1.3247, -1.2415, -1.9745)  0.261
C (-0.8750, -0.9018, -0.8126)  0.522
N (-1.1329, -1.6779, 0.2499)  0.104
C (-0.8725, -1.3938, 1.5789)  -0.130
C (-0.1663, -0.2584, 2.0777)  0.790
C (-0.1885, -0.1319, 3.4957)  -0.462
C (-0.7743, -1.0509, 4.3234)  -1.478
C (-1.3937, -2.1944, 3.8114)  -0.270
C (-1.4511, -2.3686, 2.4398)  0.820
O (-2.0442, -3.3746, 1.8123)  -0.485
C (-2.6326, -4.4222, 2.6003)  -0.956
N (-0.1116, 0.2241, -0.6292)  0.125
C (0.2065, 1.1313, -1.6975)  -1.273
C (-0.7204, 1.9302, -2.3607)  -0.166
C (-0.2718, 2.6967, -3.4250)  -0.908
C (1.0704, 2.6722, -3.7917)  -0.743
C (2.0121, 1.9284, -3.0835)  -0.341
C (1.5652, 1.1842, -2.0185)  1.361
O (2.3449, 0.5108, -1.0685)  -0.666
C (3.7584, 0.2619, -1.3646)  -0.970
H (0.4614, -3.3450, -4.8224)  0.347
H (0.3141, -2.8137, -3.1181)  0.209
H (-0.0792, -1.6822, -4.4862)  0.270
H (-3.4985, -4.3885, -4.3970)  0.492
H (-5.5157, -4.3142, -2.8912)  0.426
H (-5.5118, -2.7802, -0.9600)  0.471
H (-3.6201, -1.3792, -0.5363)  0.463
H (-0.9867, -0.6800, -2.7408)  0.331
H (-1.6466, -2.5559, 0.1252)  0.412
H (0.2778, 0.7203, 3.9688)  0.214
H (-0.7525, -0.8990, 5.3931)  0.463
H (-1.8382, -2.9142, 4.4836)  0.514
H (-1.8760, -4.8975, 3.2251)  0.399
H (-3.0225, -5.1418, 1.8889)  0.288
H (-3.4444, -4.0283, 3.2120)  0.406
H (-1.7590, 1.9293, -2.0547)  0.618
H (-0.9647, 3.3183, -3.9747)  0.531
H (1.4033, 3.2757, -4.6250)  0.510
H (3.0595, 1.9701, -3.3522)  0.546
H (4.0706, -0.5370, -0.6980)  0.361
H (4.3427, 1.1623, -1.1803)  0.342
H (3.8493, -0.0570, -2.3999)  0.430
B (0.7370, 3.2793, 2.5583)  -0.082
N (1.3871, 3.9622, 1.3714)  0.008
C (1.8260, 5.1864, 1.1054)  -0.052
C (2.5770, 5.1331, -0.0734)  -1.155
C (2.5316, 3.8171, -0.4680)  -0.257
N (1.7805, 3.0949, 0.4071)  0.067
N (1.8104, 2.4494, 3.2877)  0.304
C (2.4621, 2.5246, 4.4479)  -0.123
C (3.3172, 1.4263, 4.5573)  -0.909
C (3.1257, 0.6996, 3.3964)  -0.346
N (2.2160, 1.3283, 2.6172)  -0.260
H (0.1656, 4.0171, 3.2757)  0.019
H (-0.0133, 2.3352, 1.9820)  0.292
H (1.6010, 6.0112, 1.7630)  0.515
H (3.0838, 5.9472, -0.5611)  0.466
H (2.9886, 3.3645, -1.3301)  0.600
H (2.2820, 3.3418, 5.1284)  0.525
H (3.9803, 1.1988, 5.3734)  0.469
H (3.5749, -0.2318, 3.0866)  0.511

***

A molecular structure, C28H30Br2INO5PPt. Source: the OMol25 dataset; level of theory: ωB97M-V with the def2-TZVPD basis set.

- charge = -1
- molecular weight (g mol⁻¹) = 973.31
- energy above the lowest of the compared OMol25 structures with the same formula, charge and spin (kJ/mol) = 81.9
- HOMO energy (Ha) = -0.1760

Each line ends with the Mulliken charge.
Geometry (Å):
Pt (0.2217, 0.8875, -0.2906)  2.441
I (2.6587, 1.4051, -1.1128)  -0.053
C (2.4988, 3.3009, -0.2908)  0.821
C (3.5956, 4.1109, -0.2792)  -0.723
C (3.4594, 5.4273, 0.2160)  -0.560
C (2.2376, 5.8687, 0.6291)  -0.882
C (1.0930, 5.0302, 0.5982)  0.884
C (-0.1748, 5.5237, 0.9804)  -0.859
C (-1.2606, 4.7018, 0.9238)  -1.021
C (-1.1367, 3.3506, 0.5318)  -0.173
C (0.0738, 2.7908, 0.1740)  -0.192
C (1.2110, 3.6787, 0.1644)  -0.039
H (4.5506, 3.7616, -0.6482)  0.372
H (4.3231, 6.0793, 0.2465)  0.371
H (2.1170, 6.8846, 0.9878)  0.346
H (-0.2629, 6.5563, 1.2979)  0.325
H (-2.2398, 5.0828, 1.1908)  0.425
H (-2.0220, 2.7361, 0.5141)  0.510
C (2.2303, -0.2128, 2.6429)  -1.036
C (0.7814, -0.1493, 3.0363)  0.588
C (0.3708, -0.3352, 4.3797)  -0.976
C (-0.9544, -0.2884, 4.6899)  -0.925
C (-1.9094, -0.0517, 3.6736)  0.672
C (-3.3093, 0.0183, 3.8732)  0.029
Br (-4.0586, -0.2340, 5.6077)  -0.281
C (-4.1414, 0.2767, 2.8281)  -0.340
C (-3.6257, 0.4759, 1.5374)  0.042
Br (-4.8413, 0.8719, 0.1406)  -0.218
C (-2.2716, 0.4073, 1.2334)  0.075
O (-1.8280, 0.5999, 0.0351)  -1.228
C (-1.4053, 0.1321, 2.3701)  -0.143
N (-0.0886, 0.0761, 2.0925)  0.478
H (2.8240, -0.7013, 3.4159)  0.459
H (2.6297, 0.7923, 2.4833)  0.165
H (2.3313, -0.7618, 1.7061)  -0.055
H (1.1143, -0.5192, 5.1452)  0.431
H (-1.2899, -0.4306, 5.7086)  0.308
H (-5.2092, 0.3382, 2.9850)  0.408
C (-2.7397, -0.2853, -3.3810)  -1.484
C (-1.4900, -1.1427, -3.4923)  2.047
C (-0.2711, -0.2664, -3.7447)  -0.957
C (-1.6307, -2.1974, -4.5815)  -1.709
O (-1.4174, -1.8339, -2.2397)  -0.402
P (-0.1766, -2.3207, -1.3919)  -0.027
O (-0.5870, -3.4194, -0.4979)  -0.847
O (0.5439, -1.1427, -0.7590)  -0.537
O (0.7834, -2.8312, -2.6012)  0.006
C (2.0903, -3.3994, -2.4358)  1.572
C (2.4250, -3.9603, -3.8090)  -1.876
C (3.0924, -2.3145, -2.0539)  -0.932
C (2.0889, -4.5108, -1.3920)  -1.665
H (-2.9392, 0.2164, -4.3313)  0.406
H (-2.6113, 0.4594, -2.5944)  0.150
H (-3.5956, -0.9092, -3.1208)  0.350
H (-0.4293, 0.2939, -4.6685)  0.530
H (0.6353, -0.8663, -3.8445)  0.070
H (-0.1241, 0.4483, -2.9279)  -0.010
H (-1.7662, -1.7144, -5.5520)  0.418
H (-2.4962, -2.8302, -4.3786)  0.358
H (-0.7410, -2.8271, -4.6133)  0.180
H (2.4424, -3.1590, -4.5502)  0.379
H (1.6693, -4.6889, -4.1054)  0.391
H (3.4014, -4.4496, -3.7957)  0.427
H (3.0724, -1.5115, -2.7953)  0.247
H (4.1009, -2.7329, -2.0137)  0.453
H (2.8366, -1.9009, -1.0788)  -0.093
H (1.3609, -5.2781, -1.6561)  0.347
H (1.8112, -4.1309, -0.4096)  0.311
H (3.0848, -4.9575, -1.3417)  0.455